Record 1
The following is a quantum chemistry calculation of a 4-piece molecular cluster, C26H59FN5O5P2S overall in a non-equilibrium geometry, from OMol25.

Results
Gap between HOMO and LUMO in Eh: 0.327
E_LUMO in Eh: -0.09924
Charge: +1

Structure (XYZ):
```
99
Properties=species:S:1:pos:R:3:forces:R:3:mulliken_charge:R:1
C -5.308345 0.594677 -1.136439 -0.139 -0.030 -0.002 -0.53
O -4.206812 0.371763 -1.991841 0.116 0.132 -0.080 -0.48
C -3.025166 0.060596 -1.303772 0.020 -0.150 0.272 0.02
C -3.014177 -1.316702 -0.628959 0.119 0.301 -0.118 -0.91
C -1.625105 -1.979787 -0.640425 -0.891 -0.117 0.402 1.38
C -1.512854 -3.019458 0.492714 0.632 -0.174 -0.489 -1.28
C -0.388833 -2.707424 1.474095 -0.325 -0.156 0.325 -0.49
C -0.569700 -1.426050 2.298382 0.064 -0.410 0.141 -0.07
C 0.713298 -1.072600 3.063067 -0.571 0.259 0.059 -0.72
C 1.659220 -0.069564 2.418602 0.317 -0.094 0.412 -0.81
N 2.333524 -0.577887 1.213886 0.047 0.528 -0.036 0.51
C 3.200728 -1.568879 1.126202 -0.433 -0.618 -0.006 -0.06
P 3.982751 -2.576101 2.430576 1.387 0.393 0.482 0.15
S 5.800430 -1.992598 2.720377 -0.222 -0.035 -0.044 -0.34
N 3.580198 -1.809023 -0.107054 0.231 -0.174 -0.245 -0.31
C 2.955969 -0.886629 -0.854587 0.059 0.418 -0.012 0.63
N 3.157085 -0.787212 -2.162888 -0.396 -0.332 0.003 0.75
N 2.603513 0.240637 -2.977883 0.338 -0.036 -0.185 -1.12
C 1.577748 -0.106891 -3.659495 -0.051 0.051 0.104 0.97
C 1.167632 0.833943 -4.750571 -0.387 0.189 0.372 -1.33
C 0.726762 -1.308831 -3.424714 0.219 -0.378 -0.363 -0.76
C 4.033921 -1.727099 -2.858487 0.295 0.215 -0.259 0.18
C 5.491493 -1.668463 -2.466772 -0.024 -0.406 -0.067 -1.39
F 3.532051 -3.006613 -2.717352 -0.009 -0.031 0.058 -0.35
N 2.174422 -0.076441 -0.083893 -0.485 -0.273 0.557 0.17
P 1.216601 1.373013 -0.544142 0.029 0.579 -1.312 0.21
C 2.221481 2.622150 0.278504 -0.235 -0.483 0.267 -1.39
O -0.105384 1.319630 0.400413 0.062 -0.143 0.311 -0.02
H -5.047128 1.274638 -0.316590 0.056 0.005 0.002 0.14
H -5.692089 -0.338078 -0.711870 0.039 0.003 0.024 0.27
H -6.094025 1.057045 -1.730117 0.023 -0.043 -0.021 0.29
H -2.204920 0.125724 -2.025175 -0.107 0.011 -0.151 0.16
H -2.861431 0.830634 -0.525784 0.106 0.059 -0.051 -0.15
H -3.358329 -1.219612 0.403490 -0.074 -0.012 -0.019 0.47
H -3.732112 -1.950956 -1.154657 0.038 -0.058 0.052 0.44
H -1.511246 -2.475610 -1.604538 0.277 0.082 -0.006 0.53
H -0.846273 -1.216384 -0.520347 0.059 -0.034 -0.084 -1.03
H -2.467097 -3.140377 1.009400 0.029 0.132 0.092 0.55
H -1.284818 -3.989296 0.045749 -0.115 -0.004 0.013 0.04
H 0.575198 -2.718902 0.950800 -0.056 0.122 -0.117 0.05
H -0.351469 -3.532186 2.195334 0.212 -0.004 -0.047 0.52
H -0.950724 -0.592863 1.708059 0.173 0.062 -0.046 -0.10
H -1.332658 -1.643916 3.050589 -0.099 0.092 -0.101 0.42
H 1.218663 -2.011688 3.296426 0.105 0.109 0.029 0.06
H 0.446038 -0.629384 4.026616 0.074 0.008 -0.010 0.52
H 1.156208 0.862503 2.190623 -0.107 -0.128 -0.162 0.41
H 2.448399 0.188635 3.131014 0.070 -0.046 -0.093 0.33
H 3.832350 -3.883239 1.953558 -0.416 0.014 -0.077 0.11
H 3.172176 -2.461278 3.562798 -0.315 -0.157 -0.160 0.07
H 1.241827 1.866580 -4.409784 0.188 -0.009 -0.066 0.40
H 0.138171 0.654183 -5.057406 0.049 -0.062 -0.067 0.39
H 1.828267 0.691321 -5.605898 -0.019 0.029 -0.022 0.31
H 1.200319 -2.080216 -2.821816 -0.041 0.103 0.115 0.20
H -0.192620 -0.969715 -2.940989 -0.004 0.025 0.016 -0.23
H 0.435136 -1.760419 -4.375131 -0.044 0.069 0.009 0.60
H 3.935738 -1.463049 -3.910874 -0.098 0.057 0.033 0.33
H 5.845196 -0.639708 -2.508599 -0.035 0.024 0.108 0.35
H 6.052705 -2.244110 -3.203393 0.006 0.006 0.024 0.41
H 5.658733 -2.116466 -1.490710 0.003 0.188 0.051 0.40
H 3.139123 2.713853 -0.303277 0.044 0.068 0.088 0.43
H 2.427967 2.347607 1.312679 0.232 0.205 -0.012 0.35
H 1.666834 3.560289 0.303051 0.098 -0.006 -0.105 0.46
H -0.881621 1.157223 -0.154772 -0.030 -0.051 0.113 -0.09
C 1.896205 5.860315 4.080396 0.072 -0.184 0.000 -1.28
C 1.700081 5.956755 2.576886 -0.170 0.116 0.144 0.36
C 0.769793 7.096445 2.214788 -0.139 0.100 -0.115 -1.15
O 1.165585 4.726829 2.060847 0.016 -0.064 0.172 -0.27
H 0.935837 5.686033 4.572955 -0.020 0.079 -0.008 0.23
H 2.557867 5.030201 4.331780 0.027 0.022 -0.010 0.31
H 2.325180 6.778617 4.480974 -0.011 0.013 0.001 0.43
H 2.669073 6.083092 2.090870 -0.011 -0.077 -0.067 0.33
H -0.198630 6.912451 2.683591 -0.025 0.096 0.003 0.19
H 0.619100 7.151860 1.135874 0.048 -0.021 -0.003 0.30
H 1.140689 8.062831 2.557102 0.072 -0.037 0.040 0.42
H 0.298497 4.603283 2.473228 -0.053 0.185 -0.024 0.14
C -4.180570 4.601316 3.054748 -0.009 0.099 0.024 -1.46
C -2.830620 4.765577 2.377624 -0.200 -0.279 0.124 0.31
C -2.379246 3.484784 1.693909 0.151 0.033 -0.055 -0.93
O -1.850508 5.179883 3.335153 0.260 -0.076 -0.149 -0.51
H -4.126469 3.828529 3.826961 -0.006 -0.049 -0.043 0.38
H -4.480971 5.530735 3.536718 -0.003 0.013 -0.024 0.38
H -4.951370 4.316874 2.337702 0.002 -0.012 0.001 0.38
H -2.886659 5.568175 1.641428 0.099 0.077 0.062 0.33
H -2.262425 2.681991 2.429379 -0.077 -0.014 -0.004 0.30
H -1.413956 3.629628 1.205893 -0.020 0.019 -0.028 0.14
H -3.101711 3.163519 0.942123 -0.034 -0.015 -0.003 0.31
H -1.797813 4.490847 4.008275 -0.091 0.076 0.090 0.34
C -1.135619 -7.333489 -2.104962 0.017 0.059 0.144 -1.27
C -1.941395 -6.131600 -2.569040 0.177 -0.188 -0.212 0.41
C -2.253963 -6.207308 -4.054055 -0.067 0.145 0.000 -1.43
O -1.237217 -4.918096 -2.271380 -0.047 0.085 0.043 -0.33
H -0.179809 -7.376010 -2.634643 -0.028 -0.029 -0.056 0.32
H -0.921231 -7.264019 -1.038156 -0.029 -0.008 0.004 0.32
H -1.671446 -8.264165 -2.291190 0.004 -0.004 -0.017 0.40
H -2.871367 -6.072776 -2.001864 0.016 0.086 0.040 0.28
H -1.327660 -6.220376 -4.635412 0.011 -0.071 0.011 0.34
H -2.832592 -5.338902 -4.369585 -0.025 -0.012 0.014 0.34
H -2.820321 -7.107213 -4.293477 0.013 -0.013 -0.002 0.41
H -0.407279 -4.941551 -2.761444 -0.002 -0.038 0.001 0.24
```
Positions in Å, forces in eV/Å.

Record 2
The following is a quantum chemistry calculation of a 6-piece molecular cluster, C26H59N6O6 overall, from OMol25.

Results
Gap between HOMO and LUMO in Eh: 0.102
E_LUMO in Eh: 0.06408
Charge: -1

Structure (XYZ):
```
97
Properties=species:S:1:pos:R:3:forces:R:3:mulliken_charge:R:1
C -0.141319 -2.871993 1.534019 0.087 -0.090 -0.040 -0.79
O 0.633233 -1.924852 0.838558 -0.093 -0.048 0.018 -0.46
C 0.228985 -0.561856 0.947820 0.010 0.345 -0.245 -0.46
C -0.059657 0.043314 -0.419420 0.466 -0.168 -0.017 -0.29
C -0.893917 -0.823857 -1.358960 -0.396 0.285 0.093 -1.30
C -2.125124 -1.494492 -0.721301 0.012 -0.206 -0.275 0.51
C -3.449014 -1.024154 -1.322957 0.106 0.097 -0.001 -0.75
C -4.656718 -1.377203 -0.463991 0.202 -0.264 -0.122 -1.09
C -4.810901 -0.621511 0.857222 -0.306 0.070 0.057 -0.63
C -4.675125 0.903340 0.802882 -0.051 -0.287 0.130 -1.29
C -3.258306 1.435145 0.909222 0.133 0.186 0.028 0.70
C -3.152257 2.968801 0.619697 -0.309 0.147 -0.288 -0.59
N -3.982191 3.496474 -0.424166 0.016 0.002 -0.014 -1.03
H -0.553879 -3.603147 0.837662 -0.033 -0.045 -0.061 0.23
H 0.484316 -3.401926 2.258541 0.054 -0.029 0.084 0.27
H -0.972608 -2.413105 2.068560 -0.047 0.065 0.050 0.34
H 1.052828 0.000213 1.394540 -0.003 0.016 0.191 0.49
H -0.643436 -0.454990 1.594322 -0.043 -0.160 0.101 0.25
H 0.909012 0.229528 -0.891773 -0.018 0.100 -0.137 0.50
H -0.522410 1.019285 -0.273831 -0.045 0.052 0.046 0.00
H -0.250448 -1.562731 -1.835858 0.044 -0.139 0.066 0.30
H -1.255588 -0.162570 -2.147944 0.145 0.007 -0.158 0.50
H -2.049517 -2.573028 -0.877198 -0.102 -0.087 0.166 0.40
H -2.164218 -1.343331 0.357006 0.086 0.107 0.024 -0.20
H -3.417070 0.052064 -1.503584 -0.043 0.057 0.031 0.51
H -3.560508 -1.490062 -2.308492 -0.047 -0.007 -0.076 0.34
H -4.590331 -2.447647 -0.233823 -0.120 -0.090 -0.043 0.25
H -5.560047 -1.248032 -1.064482 -0.092 0.127 0.002 0.51
H -4.146976 -1.047816 1.615929 0.150 0.050 0.017 0.24
H -5.825482 -0.848151 1.203543 -0.008 -0.092 0.122 0.46
H -5.234483 1.315399 1.648996 -0.103 0.102 -0.022 0.37
H -5.155499 1.296177 -0.093956 0.101 0.158 -0.098 0.48
H -2.913196 1.248668 1.938057 0.193 -0.080 0.022 0.35
H -2.570665 0.903350 0.246968 -0.185 -0.011 -0.066 -0.99
H -2.075864 3.168288 0.444075 0.193 -0.042 0.277 0.24
H -3.412316 3.461494 1.575027 0.039 0.044 0.088 0.43
H -3.455788 3.426520 -1.294845 0.006 -0.068 -0.049 0.15
C 1.482598 2.348730 -4.215041 -0.033 -0.023 0.004 -1.44
C 0.411749 2.874066 -3.282543 -0.069 0.261 0.214 0.81
O -0.594518 2.244080 -3.016849 0.030 -0.376 -0.233 -0.61
N 0.603373 4.099558 -2.730678 0.114 -0.012 0.010 -0.07
C 1.692878 5.041064 -2.909976 -0.335 -0.047 0.151 -0.76
H 1.173162 1.367029 -4.560433 -0.030 -0.011 0.016 0.30
H 1.609197 3.008644 -5.074532 0.044 0.012 0.012 0.43
H 2.438928 2.260218 -3.697632 0.019 0.036 -0.021 0.36
H -0.150476 4.365927 -2.114314 -0.058 0.020 0.000 0.21
H 2.182977 5.226413 -1.950150 0.097 0.007 -0.057 0.26
H 1.293925 5.983170 -3.287448 0.233 -0.028 -0.038 0.20
H 2.431992 4.651130 -3.603736 -0.016 -0.024 -0.035 0.34
C 3.451816 -1.887436 2.466347 0.034 0.081 -0.071 -0.93
C 3.954449 -0.578598 3.033232 -0.016 -0.012 -0.014 0.64
O 3.649760 0.500558 2.556843 0.023 -0.016 -0.010 -0.66
N 4.783242 -0.651815 4.113703 -0.008 -0.115 0.017 -0.09
C 5.244023 -1.839957 4.808811 0.017 0.326 -0.031 -0.43
H 2.799167 -1.693365 1.620345 -0.024 0.052 0.043 0.06
H 4.292633 -2.499819 2.133913 -0.022 -0.064 0.051 0.41
H 2.885293 -2.439845 3.217897 0.026 -0.052 -0.009 0.33
H 5.091505 0.246967 4.447693 -0.013 0.015 0.003 0.22
H 4.933804 -1.826448 5.854365 0.001 -0.076 0.011 0.29
H 6.329995 -1.917844 4.778108 0.008 -0.084 0.013 0.31
H 4.826400 -2.722851 4.339639 0.009 -0.038 0.008 -0.13
C -2.375401 -3.864250 -3.950808 0.018 -0.036 0.011 -1.38
C -3.292343 -4.596474 -2.997762 -0.008 0.277 -0.002 0.89
O -2.967092 -4.830748 -1.849455 0.016 -0.211 0.066 -0.64
N -4.519647 -4.963610 -3.464506 0.042 -0.083 -0.080 -0.18
C -5.079433 -4.742568 -4.780728 -0.051 -0.049 0.177 -0.84
H -1.456828 -3.632994 -3.420678 -0.008 0.005 0.039 0.21
H -2.143427 -4.478921 -4.822280 -0.015 0.033 -0.033 0.48
H -2.829476 -2.931419 -4.286828 0.008 -0.004 -0.028 0.40
H -5.088573 -5.427537 -2.774789 -0.017 0.037 0.026 0.23
H -5.983289 -4.133629 -4.719220 0.013 0.032 -0.043 0.28
H -5.333748 -5.691124 -5.259141 0.015 0.016 -0.045 0.29
H -4.363597 -4.224016 -5.409360 0.009 0.015 -0.015 0.32
C -1.668829 9.041002 -3.637938 0.009 0.005 -0.023 -1.36
C -0.281037 8.748287 -3.119955 -0.101 -0.148 0.078 0.78
O 0.471124 7.978183 -3.694889 0.046 0.172 -0.075 -0.68
N 0.101468 9.358739 -1.967163 -0.015 0.114 -0.055 -0.14
C -0.661312 10.273636 -1.142630 0.153 -0.101 0.017 -0.84
H -1.814959 8.471665 -4.549721 0.036 -0.024 -0.007 0.29
H -2.425744 8.741330 -2.912621 -0.011 0.022 0.009 0.41
H -1.788200 10.103451 -3.855156 -0.042 0.008 0.032 0.37
H 1.031846 9.111899 -1.669777 -0.007 -0.035 0.020 0.22
H -0.152222 11.236122 -1.061345 -0.038 0.028 -0.007 0.29
H -0.795560 9.866842 -0.139237 -0.054 0.008 -0.003 0.30
H -1.641535 10.439716 -1.575655 -0.024 0.000 0.001 0.31
C 7.551055 -6.467638 6.617479 0.013 0.037 0.010 -1.39
C 6.653818 -5.449153 5.950740 -0.020 -0.003 -0.013 0.90
O 6.780680 -4.252677 6.146943 0.025 -0.023 0.028 -0.59
N 5.689343 -5.919874 5.115888 0.014 -0.053 0.005 -0.09
C 5.393374 -7.294878 4.765647 -0.053 0.169 -0.030 -0.86
H 8.258003 -5.933819 7.244108 -0.008 0.039 -0.004 0.30
H 6.971022 -7.151595 7.237893 0.013 -0.040 -0.023 0.36
H 8.100391 -7.048590 5.875917 -0.017 -0.043 0.014 0.36
H 5.123173 -5.195171 4.703736 -0.011 0.004 -0.005 0.13
H 5.499039 -7.449717 3.690823 0.018 -0.042 0.003 0.28
H 4.372994 -7.554087 5.051981 0.010 -0.043 0.013 0.29
H 6.073560 -7.967595 5.276823 0.012 -0.018 0.008 0.33
```
Positions in Å, forces in eV/Å.